1.
Below is a cluster of 7 separate species, C37H40F9I2N6PS in total, with properties calculated with ωB97M-V/def2-TZVPD.

## Properties
- E_LUMO (eV) = -0.10
- HOMO energy (Eh) = -0.3267
- SMILES = C[C@@H](I)[C@@H](I)PCCC(F)(F)C(F)(F)S(F)(F)(F)(F)F.c1ccncc1.c1ccncc1.c1ccncc1.c1ccncc1.c1ccncc1.c1ccncc1
- E_tot (hartree) = -3996.05592

```
! RIJCOSX wB97M-V def2-TZVPD def2/J DEFGRID3
* xyz 0 1
C 9.86 0.94 -0.83
C 9.42 -0.52 -0.86
I 9.21 -1.19 1.18
C 8.15 -0.65 -1.71
I 8.33 -2.44 -2.94
P 6.51 -0.59 -0.85
C 5.50 0.23 -2.17
C 4.00 0.10 -1.92
C 3.46 1.31 -1.20
F 4.08 1.55 -0.01
F 3.69 2.41 -1.99
C 1.92 1.35 -0.99
F 1.58 2.51 -0.38
F 1.33 1.36 -2.22
S 1.13 -0.09 -0.06
F 2.51 -0.57 0.54
F 1.30 -1.04 -1.31
F -0.28 0.41 -0.62
F 0.93 0.82 1.23
F 0.39 -1.26 0.69
H 10.80 1.06 -0.29
H 9.95 1.33 -1.84
H 9.12 1.54 -0.31
H 10.21 -1.11 -1.30
H 8.16 0.15 -2.44
H 6.10 -1.94 -0.95
H 5.74 -0.21 -3.14
H 5.83 1.26 -2.21
H 3.82 -0.81 -1.35
H 3.47 0.03 -2.86
C -4.41 1.97 -1.09
C -3.21 1.80 -0.42
C -2.96 2.59 0.70
N -3.82 3.49 1.16
C -4.97 3.64 0.50
C -5.31 2.91 -0.62
H -4.63 1.38 -1.97
H -2.47 1.09 -0.76
H -2.04 2.49 1.25
H -5.64 4.39 0.90
H -6.25 3.07 -1.13
C 1.74 -1.51 4.47
C 2.03 -1.78 5.80
C 2.32 -3.09 6.16
N 2.34 -4.10 5.30
C 2.06 -3.83 4.03
C 1.76 -2.56 3.57
H 1.51 -0.51 4.15
H 2.02 -1.00 6.55
H 2.55 -3.34 7.19
H 2.08 -4.67 3.35
H 1.54 -2.39 2.52
C 0.22 2.85 -4.80
C -0.84 2.96 -3.91
C -2.00 3.57 -4.35
N -2.17 4.05 -5.58
C -1.15 3.93 -6.42
C 0.06 3.34 -6.09
H 1.15 2.38 -4.50
H -0.76 2.60 -2.90
H -2.85 3.68 -3.68
H -1.31 4.33 -7.42
H 0.86 3.27 -6.81
C 2.75 -7.23 6.90
C 3.31 -6.90 8.13
C 3.56 -7.92 9.03
N 3.30 -9.21 8.79
C 2.76 -9.51 7.62
C 2.46 -8.56 6.64
H 2.53 -6.46 6.17
H 3.54 -5.88 8.38
H 4.00 -7.71 10.00
H 2.55 -10.56 7.45
H 2.03 -8.87 5.70
C -6.72 6.94 -3.57
C -5.76 6.12 -4.11
C -5.96 4.75 -4.07
N -7.04 4.18 -3.53
C -7.96 4.99 -3.01
C -7.85 6.37 -3.00
H -6.60 8.02 -3.58
H -4.86 6.52 -4.56
H -5.23 4.07 -4.49
H -8.82 4.49 -2.58
H -8.63 6.97 -2.57
C -6.54 -2.23 -0.14
C -7.61 -2.86 -0.76
C -8.55 -2.07 -1.41
N -8.48 -0.74 -1.46
C -7.44 -0.16 -0.86
C -6.45 -0.85 -0.19
H -5.79 -2.81 0.38
H -7.72 -3.93 -0.74
H -9.40 -2.52 -1.90
H -7.42 0.93 -0.93
H -5.63 -0.32 0.28
*
```

These are the Mulliken partial charges, in e, on atoms 1 to 4:
1. C -1.430
2. C -0.302
3. I 0.091
4. C -0.751

---

2.
Below is a structure of composition C37H40IrN2PSi, with properties calculated with ωB97M-V/def2-TZVPD.

## Properties
- E_LUMO (eV) = -6.79
- energy relative to the best compared isomer or geometry (same formula, charge and spin) (kcal/mol) = 17.3
- HOMO energy (Eh) = -0.5043
- E_tot (hartree) = -2278.13008

```
! RIJCOSX wB97M-V def2-TZVPD def2/J DEFGRID3
* xyz 2 1
Ir 0.47 0.83 -0.24
N 1.20 0.03 1.47
C 1.59 1.04 2.46
C 2.66 0.83 3.31
C 2.95 1.81 4.25
C 2.18 2.97 4.33
C 1.11 3.16 3.47
C 0.81 2.19 2.53
P -0.52 2.22 1.30
C -2.00 1.58 2.08
C -3.19 1.60 1.35
C -4.33 1.01 1.88
C -4.28 0.39 3.12
C -3.10 0.37 3.85
C -1.96 0.96 3.33
C -0.81 3.90 0.77
C -1.83 4.67 1.33
C -2.00 5.99 0.92
C -1.16 6.53 -0.04
C -0.15 5.76 -0.61
C 0.02 4.45 -0.21
H 0.47 -0.57 1.86
H 1.97 -0.61 1.26
H 3.26 -0.07 3.25
H 3.78 1.68 4.93
H 2.42 3.73 5.06
H 0.51 4.07 3.52
H -3.24 2.08 0.38
H -5.26 1.03 1.32
H -5.17 -0.07 3.53
H -3.07 -0.10 4.82
H -1.04 0.97 3.91
H -2.48 4.25 2.09
H -2.78 6.59 1.36
H -1.30 7.55 -0.36
H 0.50 6.19 -1.36
H 0.82 3.86 -0.64
C -1.06 -0.52 -0.31
Si -0.49 -2.07 -1.21
C 0.59 -1.24 -2.53
N 1.46 -0.21 -1.87
C 1.62 0.98 -2.75
C 2.28 0.65 -4.10
C 3.46 -0.32 -3.90
C 3.93 -0.30 -2.45
C 2.81 -0.77 -1.51
C -1.89 -3.00 -1.97
C -2.24 -4.27 -1.50
C -3.31 -4.96 -2.06
C -4.03 -4.40 -3.10
C -3.70 -3.14 -3.58
C -2.64 -2.45 -3.02
C 0.54 -3.12 -0.06
C 0.44 -3.01 1.33
C 1.23 -3.80 2.17
C 2.12 -4.71 1.63
C 2.21 -4.85 0.25
C 1.42 -4.06 -0.58
H -1.47 -0.71 0.69
H -1.87 -0.02 -0.85
H -0.10 -0.73 -3.21
H 1.19 -1.91 -3.14
H 2.23 1.71 -2.21
H 0.63 1.43 -2.92
H 2.62 1.60 -4.54
H 1.54 0.24 -4.78
H 4.28 -0.04 -4.56
H 3.17 -1.33 -4.17
H 4.26 0.71 -2.18
H 4.78 -0.95 -2.30
H 3.05 -0.49 -0.48
H 2.73 -1.85 -1.54
H -1.68 -4.73 -0.70
H -3.57 -5.95 -1.69
H -4.86 -4.94 -3.54
H -4.27 -2.70 -4.39
H -2.39 -1.46 -3.41
H -0.30 -2.36 1.78
H 1.13 -3.72 3.25
H 2.73 -5.33 2.27
H 2.88 -5.59 -0.18
H 1.49 -4.20 -1.66
*
```

These are the Mulliken partial charges, in e, on atoms 1 to 4:
1. Ir 0.830
2. N -0.087
3. C 0.298
4. C -0.617

---

3.
Below is a structure of composition C37H40N5O5PS2SeTi, with properties calculated with ωB97M-V/def2-TZVPD.

## Properties
- E_LUMO (alpha / beta) (eV) = 0.29 / 0.29
- HOMO energy (alpha / beta) (Eh) = -0.2096 / -0.2645
- E_tot (hartree) = -6472.64297

```
! RIJCOSX wB97M-V def2-TZVPD def2/J DEFGRID3
* xyz 0 3
Ti 0.45 -0.45 -0.94
O 0.31 -2.70 -1.43
C 0.67 -1.87 -2.28
C 0.95 -2.09 -3.70
C 0.77 -3.25 -4.46
C 1.06 -3.21 -5.81
C 1.53 -2.03 -6.40
C 1.73 -0.88 -5.65
C 1.44 -0.91 -4.29
P 1.69 0.43 -3.07
C 1.47 1.93 -4.09
C 0.20 2.10 -4.66
C -0.08 3.23 -5.41
C 0.89 4.21 -5.60
C 2.14 4.04 -5.04
C 2.44 2.90 -4.30
C 3.47 0.35 -2.74
C 4.03 1.33 -1.93
C 5.35 1.25 -1.53
C 6.13 0.17 -1.92
C 5.58 -0.82 -2.72
C 4.26 -0.73 -3.12
H 0.40 -4.15 -3.99
H 0.92 -4.09 -6.42
H 1.75 -2.02 -7.46
H 2.10 0.02 -6.12
H -0.56 1.34 -4.53
H -1.07 3.34 -5.85
H 0.66 5.09 -6.18
H 2.91 4.79 -5.19
H 3.43 2.78 -3.89
H 3.43 2.17 -1.58
H 5.77 2.02 -0.90
H 7.17 0.10 -1.60
H 6.17 -1.67 -3.02
H 3.84 -1.52 -3.74
S -1.68 0.38 -2.12
C -2.08 -0.57 -0.78
N -2.42 -1.91 -0.76
C -2.66 -2.29 0.63
C -3.21 -0.99 1.22
N -2.52 0.00 0.40
H -1.77 -2.50 -1.26
H -1.73 -2.57 1.14
H -3.37 -3.12 0.69
H -2.97 -0.89 2.27
H -4.30 -0.93 1.09
H -2.90 0.93 0.32
C -5.62 -1.45 4.85
C -4.16 -1.46 5.18
C -3.52 -0.29 5.59
C -2.17 -0.29 5.88
C -1.44 -1.46 5.76
C -2.06 -2.64 5.38
C -3.41 -2.63 5.09
S 0.29 -1.46 6.14
O 0.57 -0.39 7.05
O 0.63 -2.82 6.48
N 1.02 -1.03 4.71
C 1.14 -2.07 3.69
C 2.10 -1.66 2.57
C 1.46 -1.20 1.25
O 0.22 -0.98 1.18
O 2.20 -1.02 0.26
H -6.22 -1.14 5.71
H -5.97 -2.43 4.54
H -5.84 -0.75 4.04
H -4.09 0.63 5.69
H -1.67 0.62 6.21
H -1.49 -3.55 5.34
H -3.90 -3.55 4.79
H 1.88 -0.53 4.92
H 0.14 -2.20 3.27
H 1.46 -3.01 4.14
H 2.77 -2.49 2.32
H 2.75 -0.84 2.87
C -0.47 1.68 2.94
N -1.08 2.40 1.85
C -2.33 2.95 1.86
C -2.54 3.49 0.64
N -1.41 3.28 -0.10
C -1.15 3.78 -1.43
C -0.51 2.60 0.64
Se 1.20 2.06 0.16
H -0.89 2.05 3.87
H 0.61 1.84 2.91
H -0.66 0.62 2.83
H -2.97 2.88 2.73
H -3.39 4.01 0.23
H -2.11 3.97 -1.92
H -0.61 3.02 -1.99
H -0.56 4.70 -1.38
*
```

These are the Mulliken partial charges, in e, on atoms 1 to 4:
1. Ti 0.368
2. O -0.814
3. C 0.615
4. C 0.380

---

4.
Below is a cluster of 10 separate species, C37H41BF9N2O29 in total, with properties calculated with ωB97M-V/def2-TZVPD.

## Properties
- E_LUMO (eV) = 1.28
- HOMO energy (Eh) = -0.1953
- E_tot (hartree) = -4649.82807

```
! RIJCOSX wB97M-V def2-TZVPD def2/J DEFGRID3
* xyz -1 1
C 0.72 3.30 2.83
C 0.29 2.48 4.08
N 0.74 2.84 5.21
C -0.68 1.26 3.86
C -0.10 -0.07 4.44
C -0.96 -1.41 4.25
O -0.08 -2.38 3.69
B 1.23 -1.92 4.21
C 2.54 -2.40 3.37
C 2.67 -2.24 1.90
C 3.89 -2.71 1.31
N 4.95 -3.32 1.88
C 4.87 -3.48 3.22
C 3.72 -3.02 3.95
O 1.18 -0.45 3.96
H 1.52 4.02 3.09
H 1.01 2.66 1.96
H -0.17 3.91 2.49
H 0.36 2.20 5.93
H -0.96 1.11 2.79
H -1.63 1.46 4.42
H 0.04 0.14 5.54
H -1.33 -1.61 5.29
H -1.80 -1.27 3.52
H 1.38 -1.97 5.42
H 1.86 -1.76 1.31
H 3.97 -2.55 0.21
H 5.71 -3.96 3.75
H 3.73 -3.16 5.06
C -4.55 3.51 0.99
C -3.46 4.16 1.80
O -3.43 3.38 2.97
C -3.83 2.13 2.59
O -3.67 1.15 3.24
O -4.43 2.15 1.37
F -3.80 5.44 2.13
H -5.54 3.87 1.24
H -4.40 3.63 -0.08
H -2.48 4.16 1.32
C -3.31 -3.89 3.99
C -3.60 -4.75 5.18
O -4.97 -5.08 5.01
C -5.20 -5.06 3.67
O -6.15 -5.54 3.14
O -4.19 -4.44 3.00
F -3.46 -4.06 6.34
H -3.57 -2.84 4.16
H -2.27 -3.95 3.67
H -3.02 -5.67 5.23
C -0.80 -2.06 -1.24
C -1.02 -0.94 -2.22
O -0.04 0.01 -1.85
C 0.99 -0.71 -1.32
O 2.08 -0.28 -1.14
O 0.61 -1.98 -1.02
F -2.25 -0.38 -2.06
H -1.32 -1.90 -0.30
H -1.08 -3.03 -1.65
H -0.88 -1.22 -3.27
C 7.65 -2.19 0.53
C 7.47 -1.02 -0.39
O 8.50 -0.13 0.03
C 9.50 -0.93 0.52
O 10.61 -0.56 0.71
O 9.06 -2.19 0.75
F 6.27 -0.42 -0.19
H 7.13 -2.07 1.48
H 7.32 -3.12 0.08
H 7.60 -1.25 -1.44
C -4.73 0.54 -3.60
C -6.12 0.29 -4.11
O -6.93 0.86 -3.10
C -6.19 1.86 -2.55
O -6.64 2.73 -1.86
O -4.88 1.76 -2.89
F -6.39 -1.04 -4.19
H -4.39 -0.24 -2.91
H -4.00 0.63 -4.40
H -6.34 0.77 -5.07
C -3.11 5.54 -3.35
C -2.02 6.21 -2.55
O -1.99 5.44 -1.36
C -2.39 4.19 -1.71
O -2.23 3.22 -1.05
O -2.99 4.18 -2.93
F -2.36 7.48 -2.24
H -4.10 5.91 -3.09
H -2.96 5.64 -4.42
H -1.04 6.19 -3.03
C 4.78 -4.95 -2.18
C 4.61 -3.78 -3.10
O 5.66 -2.92 -2.70
C 6.65 -3.73 -2.22
O 7.77 -3.37 -2.04
O 6.20 -4.98 -1.97
F 3.43 -3.16 -2.89
H 4.28 -4.81 -1.22
H 4.43 -5.88 -2.61
H 4.71 -4.03 -4.16
C -1.98 11.28 -5.23
C -1.11 10.06 -5.22
O -1.96 9.07 -4.68
C -3.23 9.44 -5.03
O -4.17 8.72 -4.98
O -3.27 10.73 -5.45
F -0.05 10.22 -4.40
H -1.96 11.81 -4.27
H -1.71 11.98 -6.02
H -0.76 9.75 -6.21
C 1.57 -7.28 -0.37
C 0.44 -7.58 -1.31
O 0.66 -6.65 -2.36
C 2.00 -6.43 -2.40
O 2.57 -5.92 -3.31
O 2.61 -6.86 -1.26
F -0.76 -7.32 -0.74
H 1.34 -6.46 0.32
H 1.88 -8.15 0.21
H 0.45 -8.59 -1.71
*
```

These are the Mulliken partial charges, in e, on atoms 1 to 4:
1. C -0.869
2. C 0.593
3. N -0.862
4. C -0.208